ORCA calculation (ωB97M-V with the def2-TZVPD basis set) on a 2-piece molecular cluster, C6H9N2O overall in a non-equilibrium geometry.

Calculated values
- HOMO-LUMO gap: 8.42 eV
- E: -418.38947 Eh
- Spin multiplicity: 1
- Net charge: +1

The geometry in XYZ format:
```
18
Properties=species:S:1:pos:R:3:mulliken_charge:R:1
C 1.75819 -1.30994 1.04472 -0.407
C 2.24978 -2.56125 0.87679 -0.418
C 0.78577 -2.21201 -0.73807 -0.317
C 0.84997 -1.05714 0.04451 0.373
C -0.27914 0.82307 -0.18095 0.467
C -2.49475 1.97713 -0.47691 -0.882
N -1.53808 0.82525 -0.39656 -0.195
N 0.52216 1.84970 -0.05565 -0.357
O 1.61403 -3.11349 -0.22052 -0.227
H 2.13733 -0.61856 1.71080 0.408
H 3.00973 -3.22041 1.36716 0.372
H 0.00431 -2.47167 -1.56119 0.301
H -2.16349 2.71938 -1.24573 0.315
H -3.47920 1.57076 -0.71359 0.329
H -2.58118 2.52954 0.43589 0.364
H -1.99170 -0.12305 -0.17890 0.329
H 1.30499 1.51588 0.54950 0.263
H 0.29129 2.87681 -0.26130 0.281
```

=====

ORCA calculation (ωB97M-V with the def2-TZVPD basis set) on a 2-piece molecular cluster, C4H11NO2 overall in a non-equilibrium geometry.

Calculated values
- HOMO-LUMO gap: 10.22 eV
- SMILES: CCC(N)=O.CO
- E: -364.17044 Eh
- Spin multiplicity: 1

The geometry in XYZ format:
```
18
Properties=species:S:1:pos:R:3:mulliken_charge:R:1
C -0.50196 0.51983 -1.97407 -0.938
C -0.39545 1.20814 -0.61888 -0.757
C -1.40115 0.43881 0.59120 0.423
N -0.82414 0.38868 1.77960 -0.523
O -2.45526 0.03368 0.18510 -0.582
H -1.52441 0.18952 -2.15054 0.289
H -0.22835 1.19851 -2.78242 0.318
H 0.14025 -0.36160 -2.01440 0.277
H 0.54524 1.74214 -0.43937 0.515
H -1.03231 2.09636 -0.63321 0.362
H -1.38001 -0.09167 2.47616 0.238
H 0.38378 0.13978 1.67660 0.493
C 1.54987 -1.61546 0.74746 -0.557
O 1.47685 -0.20572 0.94089 -0.643
H 1.76264 -2.07537 1.71443 0.293
H 2.34375 -1.86664 0.03835 0.266
H 0.60219 -2.01157 0.37659 0.267
H 0.93846 0.27259 0.08651 0.258
```

=====

ORCA calculation (ωB97M-V with the def2-TZVPD basis set) on a 9-piece molecular cluster, C50H72IO18PS overall in a non-equilibrium geometry.

Calculated values
- HOMO-LUMO gap: 8.57 eV
- SMILES: C[C@@H](O)COP(S)(I)(CCc1ccccc1)Cc1ccccc1.O=C1CCCO1.O=C1CCCO1.O=C1CCCO1.O=C1CCCO1.O=C1CCCO1.O=C1CCCO1.O=C1CCCO1.O=C1CCCO1
- E: -4340.08708 Eh
- Spin multiplicity: 1

The geometry in XYZ format:
```
143
Properties=species:S:1:pos:R:3:mulliken_charge:R:1
C -3.25568 -0.86512 1.38771 -0.761
C -4.41958 -0.08604 0.76651 0.479
O -4.87853 0.98770 1.57752 -0.477
C -4.15149 0.40642 -0.69101 -0.349
O -2.83321 0.10062 -1.17003 -0.218
P -2.04604 1.34493 -1.92192 0.484
S -2.33806 0.31154 -3.86193 -0.440
I -1.65250 2.37020 0.38601 -0.241
C -0.19148 1.15777 -2.11510 -1.104
C 0.39584 0.03099 -1.19358 -0.674
C 1.36154 0.54364 -0.13945 0.697
C 2.47784 1.29706 -0.45004 -0.146
C 3.27367 1.74691 0.56887 -1.035
C 3.01147 1.46927 1.88681 -0.404
C 1.91283 0.69445 2.20329 -0.882
C 1.11532 0.24328 1.18197 -0.060
C -2.90730 2.84902 -2.62965 -1.197
C -2.52420 4.18739 -2.06421 0.630
C -3.43529 4.91923 -1.34393 -0.165
C -3.12032 6.14664 -0.81020 -0.843
C -1.86459 6.64134 -1.05531 -0.478
C -0.93815 5.95567 -1.79936 -1.271
C -1.27384 4.71725 -2.28528 0.139
H -3.38272 -1.91522 1.12217 0.267
H -2.26913 -0.47223 1.14206 -0.063
H -3.36711 -0.78087 2.47252 0.296
H -5.27434 -0.76111 0.68493 -0.133
H -4.17177 1.64671 1.65181 0.279
H -4.39262 1.47598 -0.70121 0.268
H -4.85541 -0.07183 -1.38345 0.245
H -1.50842 -0.75032 -3.82975 0.119
H 0.33393 2.09105 -1.89378 0.380
H 0.02242 0.86296 -3.13931 0.723
H -0.43085 -0.46565 -0.67298 0.181
H 0.88163 -0.73561 -1.80642 0.400
H 2.71509 1.55183 -1.48009 0.472
H 4.14299 2.36204 0.35790 0.429
H 3.63894 1.85201 2.68457 0.504
H 1.66075 0.45707 3.23141 0.430
H 0.25643 -0.37381 1.43781 0.208
H -3.98372 2.66264 -2.57583 0.684
H -2.63968 2.87330 -3.69381 0.272
H -4.42509 4.49317 -1.18823 0.359
H -3.86231 6.67187 -0.22146 0.442
H -1.60528 7.62251 -0.66199 0.387
H 0.05363 6.32802 -2.03279 0.485
H -0.59514 4.08968 -2.85975 0.593
O 6.23894 1.62679 1.48725 -0.588
C 6.58708 0.50104 1.27792 0.501
C 6.13017 -0.39439 0.14373 0.076
C 6.57829 -1.77352 0.61803 -0.758
C 7.79046 -1.43956 1.47156 0.074
O 7.50555 -0.14400 2.03704 -0.351
H 6.64054 -0.08999 -0.77175 0.289
H 5.05236 -0.33377 0.01445 -0.057
H 6.80039 -2.46951 -0.18886 0.378
H 5.79881 -2.21787 1.23972 0.304
H 8.70729 -1.36714 0.88146 0.182
H 7.94285 -2.15719 2.26749 -0.074
O -3.67501 4.52391 6.04601 -0.588
C -4.52243 3.86638 5.51725 0.507
C -5.30711 2.72625 6.13785 -0.412
C -5.91399 2.04558 4.91478 -0.265
C -6.04359 3.20295 3.93981 -0.307
O -4.94588 4.08146 4.24717 -0.364
H -6.07101 3.14321 6.79621 0.242
H -4.65017 2.06284 6.69352 0.302
H -6.85860 1.54102 5.11093 0.394
H -5.21524 1.30671 4.51898 0.054
H -6.97697 3.75669 4.07091 0.295
H -5.96977 2.87645 2.90493 0.167
O -3.83382 3.55205 -5.87641 -0.618
C -3.26003 4.60286 -5.92785 0.580
C -3.77270 5.88832 -6.54376 -0.353
C -2.50289 6.72439 -6.66461 -0.406
C -1.66920 6.19118 -5.51005 -0.429
O -2.03871 4.80139 -5.38197 -0.280
H -4.49641 6.33951 -5.86210 0.243
H -4.23172 5.69551 -7.50960 0.219
H -2.67025 7.78816 -6.61283 0.392
H -2.00856 6.50871 -7.61004 0.222
H -1.89213 6.69557 -4.56674 0.174
H -0.60123 6.26565 -5.70470 0.334
O -2.76062 8.71140 -8.50107 -0.545
C -3.65869 8.83714 -9.28365 0.483
C -4.65211 7.77171 -9.70677 -0.286
C -5.26268 8.37909 -10.96506 -0.622
C -5.14046 9.86903 -10.68870 -0.432
O -3.94869 10.00878 -9.89630 -0.374
H -5.39078 7.64469 -8.91348 0.241
H -4.14797 6.83014 -9.90900 0.309
H -6.28487 8.06039 -11.16053 0.333
H -4.65640 8.11201 -11.83219 0.280
H -5.98514 10.25655 -10.11490 0.259
H -5.03736 10.45387 -11.59981 0.326
O 9.05387 -4.06416 2.60273 -0.594
C 9.62769 -4.06353 3.65441 0.495
C 10.07668 -2.85014 4.44297 -0.356
C 11.06201 -3.45740 5.43580 -0.652
C 10.51789 -4.86707 5.60176 -0.400
O 9.93039 -5.19757 4.32900 -0.311
H 9.20926 -2.41316 4.94063 0.296
H 10.54738 -2.11777 3.79278 0.331
H 11.13788 -2.91287 6.37495 0.348
H 12.05658 -3.49478 4.98827 0.282
H 9.74105 -4.92672 6.36689 0.267
H 11.29904 -5.58730 5.83613 0.339
O 13.29208 -8.93679 2.34421 -0.569
C 12.10357 -8.90339 2.21831 0.372
C 11.17169 -7.79955 2.67818 0.063
C 9.80847 -8.47731 2.61350 -0.520
C 10.01183 -9.49371 1.50132 -0.407
O 11.39616 -9.87265 1.58372 -0.351
H 11.24321 -6.96229 1.98250 0.199
H 11.41758 -7.47855 3.68563 0.049
H 8.98307 -7.79265 2.42687 0.307
H 9.61004 -8.99321 3.55495 0.266
H 9.82696 -9.06948 0.51177 0.253
H 9.38937 -10.37722 1.62642 0.322
O -5.09177 -2.76360 2.68326 -0.516
C -5.92146 -3.41186 2.11238 0.457
C -6.71542 -4.57117 2.67361 -0.172
C -7.27865 -5.21888 1.41479 -0.485
C -7.38774 -4.03350 0.46840 -0.487
O -6.30610 -3.15818 0.83559 -0.291
H -7.50288 -4.17975 3.32010 0.314
H -6.07316 -5.25108 3.22464 -0.045
H -8.22385 -5.73604 1.56788 0.393
H -6.56104 -5.94206 1.02383 0.196
H -8.32831 -3.49060 0.58682 0.273
H -7.27811 -4.32187 -0.57483 0.328
O -5.38964 -7.52754 3.38609 -0.547
C -4.23895 -7.47215 3.71520 0.523
C -3.27784 -6.32701 3.45919 -0.291
C -1.92486 -6.97469 3.73275 -0.591
C -2.28474 -8.03945 4.75683 -0.415
O -3.62393 -8.44610 4.42436 -0.384
H -3.49601 -5.52002 4.16108 0.267
H -3.36291 -5.97001 2.43612 0.283
H -1.16374 -6.28017 4.08336 0.334
H -1.55361 -7.44746 2.82181 0.279
H -2.28437 -7.65162 5.77781 0.259
H -1.62471 -8.90265 4.70897 0.324
```

=====

ORCA calculation (ωB97M-V with the def2-TZVPD basis set) on C16H25BrO2S3SbSiV as an isolated structure.

Calculated values
- HOMO-LUMO gap (alpha / beta): 7.21 / 7.71 eV
- E: -6017.38543 Eh
- Spin multiplicity: 2
- Net charge: +1

The geometry in XYZ format:
```
50
Properties=species:S:1:pos:R:3:mulliken_charge:R:1
V -0.63514 1.09040 -0.04728 0.681
S 2.92341 1.09729 -2.94320 -0.390
Sb 2.62178 1.81919 -0.92167 0.595
S 1.01000 -0.19652 0.47957 -0.420
S 0.13965 2.80882 -0.93653 -0.524
Br -5.01928 -0.55229 -1.47064 -0.120
C -5.32641 0.56876 0.01033 0.096
C -6.64680 0.76085 0.37624 -0.580
C -6.96044 1.55511 1.47032 -0.432
C -5.96090 2.16195 2.21899 -0.713
C -4.64314 1.96719 1.86318 -0.447
C -4.30703 1.17962 0.75257 0.245
C -2.89223 1.07455 0.45098 1.710
O -1.98834 1.51881 1.26716 -0.806
O -2.40031 0.62198 -0.65455 -0.568
H -7.42870 0.28362 -0.19653 0.431
H -7.99917 1.69663 1.73787 0.403
H -6.20995 2.78026 3.06922 0.414
H -3.84694 2.43148 2.42741 0.446
C -1.36192 -2.39270 -0.36176 -1.352
Si 0.40786 -2.39386 0.19472 1.097
C 0.56076 -3.07416 1.94517 1.914
C -0.19529 -2.16945 2.92555 -1.759
C -0.11512 -4.46132 1.95354 -1.737
C 2.01541 -3.20463 2.40771 -1.871
C 1.56085 -2.96492 -1.18050 2.010
C 3.03374 -2.60609 -0.95817 -1.439
C 1.41982 -4.49657 -1.29837 -1.889
C 1.09365 -2.32214 -2.49278 -1.695
H -1.62452 -3.42011 -0.63112 0.422
H -1.53271 -1.77512 -1.24268 0.402
H -2.04692 -2.07792 0.42543 0.238
H -1.23786 -2.02541 2.63440 0.335
H 0.27105 -1.18858 3.03404 0.351
H -0.19799 -2.64052 3.91278 0.505
H -1.16824 -4.41056 1.66808 0.370
H -0.07544 -4.86678 2.96854 0.495
H 0.38046 -5.17585 1.30275 0.339
H 2.54816 -2.25118 2.37455 0.324
H 2.57031 -3.92770 1.81455 0.359
H 2.03641 -3.55311 3.44447 0.509
H 3.42734 -2.98658 -0.02023 0.272
H 3.19788 -1.52704 -0.99197 0.105
H 3.63050 -3.04082 -1.76554 0.493
H 1.85463 -5.01490 -0.44731 0.362
H 1.95459 -4.83501 -2.19017 0.492
H 0.38166 -4.82070 -1.40541 0.379
H 1.12323 -1.22974 -2.45096 0.135
H 0.08446 -2.63194 -2.76851 0.319
H 1.76347 -2.62900 -3.30142 0.492
```

=====

ORCA calculation (ωB97M-V with the def2-TZVPD basis set) on C18H18IIrN3O3SSbSe4 as an isolated structure.

Calculated values
- HOMO-LUMO gap (alpha / beta): 5.93 / 5.57 eV
- E: -11732.99337 Eh
- Spin multiplicity: 6
- Net charge: -1

The geometry in XYZ format:
```
50
Properties=species:S:1:pos:R:3:mulliken_charge:R:1
Ir 0.35318 -1.29634 -0.21804 0.724
C -2.14835 -1.40293 -4.07289 -1.213
C -0.74569 -0.89626 -4.19502 0.654
N -0.19404 -0.81287 -5.38240 -0.614
C 1.08393 -0.40327 -5.48764 -1.018
C 1.84188 0.00699 -4.42101 0.669
C 3.28349 0.40670 -4.61118 -0.989
O 4.15169 -0.19971 -3.67262 -0.367
C 1.25176 -0.03202 -3.13674 -0.152
C 1.93971 0.55125 -2.00963 -0.388
N 1.65711 0.33909 -0.76980 -0.092
C 2.45432 1.00072 0.20331 -0.358
C 3.84082 0.96610 0.10481 -0.071
C 4.61642 1.58204 1.07335 -0.788
C 4.01390 2.22268 2.14349 -0.578
C 2.63154 2.24908 2.25198 -0.389
C 1.85272 1.63814 1.28426 -0.019
I -0.21795 1.65118 1.41900 0.211
C -0.04795 -0.54127 -2.99873 1.319
O -0.67873 -0.65607 -1.86388 -1.054
H -2.51537 -1.68126 -5.05808 0.395
H -2.79997 -0.64571 -3.63238 0.291
H -2.18205 -2.26494 -3.40342 0.236
H 1.51263 -0.43297 -6.48226 0.299
H 3.40977 1.48759 -4.48784 0.337
H 3.57603 0.15879 -5.63658 0.359
H 4.18053 -1.15259 -3.87694 0.147
H 2.74084 1.24996 -2.23553 0.772
H 4.29878 0.42388 -0.71409 0.534
H 5.69485 1.53810 0.99931 0.387
H 4.61730 2.68446 2.91334 0.359
H 2.15614 2.72926 3.09574 0.367
Se 3.25553 -4.24909 0.03076 -0.208
Sb 1.95662 -3.84032 -3.69445 0.186
Se 2.62168 -2.56517 -1.35388 0.068
Se -0.65770 -3.31195 -0.30907 -0.235
Se 3.89204 -3.36859 -5.01690 -0.603
S 2.95691 -1.39019 3.79871 -0.436
C 2.01019 -1.49793 2.47766 0.307
N 1.29825 -1.57275 1.55520 -0.081
C -1.77071 -2.48788 3.14288 -0.738
C -2.58589 -1.31585 2.65820 0.827
C -3.63207 -0.75431 3.58959 -1.259
O -2.38131 -0.81712 1.57548 -0.414
H -1.94740 -2.71276 4.19343 0.353
H -0.71456 -2.27949 2.96993 0.068
H -2.02697 -3.36152 2.53985 0.207
H -4.15915 -1.54437 4.12463 0.381
H -4.32910 -0.13085 3.03526 0.319
H -3.12052 -0.14172 4.33672 0.288
```

=====

ORCA calculation (ωB97M-V with the def2-TZVPD basis set) on C19H19F24I2NO5 as an isolated structure in a non-equilibrium geometry.

Calculated values
- HOMO-LUMO gap: 8.99 eV
- E: -4158.52213 Eh
- Spin multiplicity: 1

The geometry in XYZ format:
```
70
Properties=species:S:1:pos:R:3:mulliken_charge:R:1
C -5.97621 -1.28391 1.74339 -1.124
C -4.76558 -0.55072 1.14244 -0.109
I -3.03487 -0.81278 2.37301 0.148
C -4.59878 -0.98817 -0.30900 -0.958
I -3.42314 -2.76247 -0.52786 0.110
O -3.96192 0.00355 -1.11276 -0.181
C -4.80043 0.98329 -1.53259 0.342
N -5.15012 0.84184 -2.91866 -0.309
O -5.17422 1.89143 -0.80411 -0.548
H -6.27532 -2.10553 1.11448 0.341
H -6.80538 -0.59840 1.81879 0.300
H -5.73449 -1.67497 2.71485 0.352
H -4.97044 0.50257 1.16045 0.408
H -5.57885 -1.18839 -0.71598 0.640
H -6.15548 0.93214 -2.98613 0.262
H -4.76542 1.65915 -3.37669 0.325
C -3.31880 0.05336 -6.04564 -0.481
C -4.74664 0.06508 -6.62665 0.857
C -5.19523 -1.15108 -7.44178 0.090
F -4.45800 -1.29710 -8.55878 -0.230
F -6.48395 -0.96799 -7.81551 -0.264
F -4.94518 1.19695 -7.33520 -0.285
F -5.58852 0.10508 -5.55611 -0.306
O -2.31600 0.79186 -6.72915 -0.407
C -1.53966 0.25005 -7.72432 0.788
C -1.71748 1.01098 -9.04096 0.203
F -2.99478 0.93672 -9.45948 -0.221
F -0.92493 0.44665 -9.98028 -0.255
F -1.74237 -1.06997 -7.88208 -0.288
F -0.24810 0.41256 -7.35823 -0.305
H -3.41218 0.56969 -5.09477 0.151
H -2.98920 -0.95619 -5.80418 0.379
H -5.13176 -2.06254 -6.84093 0.301
H -1.44154 2.05925 -8.91066 0.242
C 3.21279 -1.91845 5.11270 -0.734
C 2.16635 -2.42935 6.12008 0.812
C 1.56128 -3.81808 5.89159 0.103
F 0.86322 -3.86745 4.74003 -0.213
F 0.71056 -4.08697 6.90739 -0.265
F 1.18270 -1.51703 6.25548 -0.258
F 2.81375 -2.51475 7.31612 -0.331
O 2.78036 -0.99867 4.11628 -0.214
C 2.29306 -1.42916 2.90398 0.628
C 0.86068 -0.93979 2.68101 0.239
F 0.04663 -1.43944 3.63315 -0.157
F 0.43726 -1.37511 1.47543 -0.250
F 2.39953 -2.75707 2.74012 -0.284
F 3.05959 -0.85304 1.94235 -0.311
H 3.90482 -1.33353 5.71617 0.356
H 3.79848 -2.73224 4.68834 0.388
H 2.34281 -4.58320 5.87708 0.274
H 0.82147 0.15169 2.71060 0.243
C 4.91159 1.41515 3.50538 -0.529
C 4.19537 2.69289 3.03538 0.975
C 4.36566 3.11774 1.57447 0.083
F 5.64885 3.41775 1.29696 -0.234
F 3.62166 4.22752 1.35833 -0.269
F 4.50836 3.72078 3.85003 -0.289
F 2.85974 2.44794 3.18550 -0.305
O 6.12683 1.56324 4.22718 -0.431
C 7.35098 1.62657 3.61000 0.795
C 8.06162 2.94611 3.92221 0.202
F 7.34167 3.98745 3.46560 -0.222
F 9.26347 2.95001 3.30181 -0.262
F 7.27821 1.40329 2.28584 -0.287
F 8.11664 0.64254 4.13726 -0.308
H 4.23457 0.97787 4.23378 0.134
H 4.99794 0.68276 2.70427 0.448
H 4.02144 2.32858 0.89970 0.267
H 8.20505 3.05146 4.99944 0.240
```